# C14H22N2O3

2 unconnected molecules or ions with the total composition C14H22N2O3 (the ωB97M-V functional and the def2-TZVPD basis, the OMol25 dataset).

Values from the calculation:
HOMO energy: 2.58 eV
E_tot: -881.6455 Eh
total charge: -2
gap between HOMO and LUMO: 1.2 eV

Cartesian coordinates (Å):
O 5.8202 1.9840 -1.1835
C 4.6490 1.7247 -1.0761
C 3.3780 2.6772 -1.3075
C 2.5659 2.2336 -0.0465
C 1.1949 2.9247 0.2943
C 0.2111 3.0935 -0.9198
C -0.5820 1.7975 -1.3373
C -1.3929 1.0987 -0.1764
N -1.3808 -0.3615 -0.4514
C -2.2865 -1.0953 -1.2276
C -1.7729 -2.4415 -1.1608
C -0.5484 -2.4875 -0.3373
C -0.3728 -1.1191 0.1061
C 2.6632 0.6687 -0.1515
N 4.0756 0.4634 -0.6675
H 3.0114 2.3022 -2.2971
H 3.8694 3.6815 -1.3200
H 3.2021 2.5190 0.8413
H 0.7638 2.4003 1.1816
H 1.4481 3.9676 0.6462
H 0.8502 3.3852 -1.8036
H -0.4994 3.9547 -0.7708
H -1.3476 2.1317 -2.0983
H 0.0449 1.0418 -1.8851
H -0.9741 1.2480 0.8451
H -2.4776 1.3759 -0.1462
H -3.1790 -0.7034 -1.7447
H -2.1902 -3.3529 -1.6322
H 0.1184 -3.3312 -0.0821
H 0.3905 -0.6712 0.7667
H 2.6477 0.2257 0.8717
H 2.0172 0.2300 -0.9455
H 4.5620 0.0782 0.1462
O -3.3845 -3.0432 3.9350
C -3.6382 -4.1273 3.1599
C -3.4824 -3.7811 1.6066
O -3.7578 -4.8680 0.8413
H -4.6549 -4.5786 3.2572
H -2.9837 -5.0170 3.3238
H -2.4597 -3.3516 1.5075
H -4.1180 -2.8776 1.4384